No. 1
{"formula": "C9H13P", "method": "ωB97M-V/def2-TZVPD", "spin_multiplicity": 1, "lumo_ev": [-0.81, 0.36], "total_energy_ha": -691.845834, "symbols": ["C", "C", "C", "C", "C", "C", "C", "C", "C", "P", "H", "H", "H", "H", "H", "H", "H", "H", "H", "H", "H", "H", "H"], "coordinates": [[0.61, 1.57, 0.39], [2.03, 1.56, 0.09], [0.04, 0.39, 0.21], [2.51, 0.37, -0.33], [-4.40, 0.68, -0.10], [-3.94, -0.59, -0.81], [-3.42, -0.22, 0.51], [3.91, 0.06, -0.72], [1.40, -1.89, 0.96], [1.13, -0.83, -0.54], [0.14, 2.46, 0.77], [2.65, 2.43, 0.23], [-4.08, 1.66, -0.45], [-5.41, 0.67, 0.28], [-4.66, -1.39, -0.89], [-3.27, -0.53, -1.67], [-2.40, -0.05, 0.81], [4.30, -0.78, -0.15], [4.55, 0.93, -0.55], [3.96, -0.20, -1.78], [2.27, -2.51, 0.81], [0.52, -2.52, 1.09], [1.53, -1.26, 1.85]], "lowdin_charge": [-0.21, -0.14, -0.19, -0.47, -0.18, -0.18, -0.05, -0.11, -0.30, 0.93, 0.09, 0.10, 0.09, 0.09, 0.09, 0.09, 0.04, 0.07, 0.08, 0.07, 0.03, 0.03, 0.04]}



No. 2
{"formula": "C5H7F", "method": "ωB97M-V/def2-TZVPD", "smiles": "C=CCC(=C)F", "spin_multiplicity": 1, "lumo_ev": 1.05, "total_energy_ha": -294.507769, "symbols": ["C", "C", "C", "C", "C", "F", "H", "H", "H", "H", "H", "H", "H"], "coordinates": [[2.35, -0.20, 0.01], [1.16, -0.35, 0.49], [-0.06, -0.31, -0.39], [-1.45, -0.20, -0.01], [-2.10, 0.96, 0.18], [-2.18, -1.37, 0.08], [3.20, -0.24, 0.66], [2.59, 0.23, -0.97], [0.99, -0.63, 1.57], [0.00, -1.21, -0.91], [0.21, 0.40, -1.21], [-3.12, 1.06, 0.56], [-1.59, 1.86, -0.05]], "lowdin_charge": [-0.03, -0.18, -0.18, -0.34, 0.08, 0.02, 0.05, 0.08, 0.13, 0.10, 0.14, 0.07, 0.06]}



No. 3
{"formula": "C2HClF2O", "method": "ωB97M-V/def2-TZVPD", "smiles": "O=CC(F)(F)Cl", "spin_multiplicity": 1, "lumo_ev": 0.14, "total_energy_ha": -811.955264, "symbols": ["O", "C", "C", "F", "F", "Cl", "H"], "coordinates": [[-1.22, -0.75, 1.24], [-0.84, -0.42, 0.16], [0.62, 0.17, -0.10], [1.49, -0.33, 0.76], [0.92, -0.19, -1.36], [0.52, 1.91, 0.06], [-1.49, -0.38, -0.76]], "lowdin_charge": [0.10, -0.21, -0.94, 0.09, 0.05, 0.76, 0.14]}



No. 4
{"formula": "C5H8NO", "method": "ωB97M-V/def2-TZVPD", "smiles": "C#CC(C)(C)N[O-]", "spin_multiplicity": 1, "lumo_ev": 4.11, "total_energy_ha": -325.134901, "charge": -1, "symbols": ["C", "C", "C", "C", "C", "N", "O", "H", "H", "H", "H", "H", "H", "H", "H"], "coordinates": [[-1.83, -1.73, 0.03], [-0.97, -0.88, 0.03], [-0.04, 0.14, 0.08], [-0.37, 1.25, -0.98], [0.46, 0.52, 1.44], [1.44, -0.55, -0.69], [2.18, -1.24, 0.19], [-2.50, -2.49, -0.20], [-1.26, 1.03, -1.55], [-0.46, 2.15, -0.54], [0.41, 1.19, -1.64], [1.06, -0.37, 1.86], [1.11, 1.36, 1.36], [-0.27, 0.71, 2.20], [1.05, -1.10, -1.60]], "lowdin_charge": [0.08, -0.20, -0.49, -0.04, -0.08, -0.23, -0.41, -0.03, 0.07, 0.02, 0.02, 0.09, 0.06, 0.05, 0.09]}



No. 5
{"formula": "C37H19F4N7TeZn", "method": "ωB97M-V/def2-TZVPD", "spin_multiplicity": 1, "lumo_ev": 3.61, "total_energy_ha": -4251.559535, "charge": -2, "symbols": ["Zn", "C", "C", "N", "C", "C", "C", "C", "C", "C", "C", "N", "C", "C", "C", "C", "C", "C", "C", "C", "N", "C", "H", "H", "H", "H", "H", "H", "H", "H", "H", "H", "H", "H", "F", "C", "C", "F", "C", "C", "C", "F", "C", "C", "C", "N", "C", "N", "F", "C", "C", "N", "C", "N", "C", "H", "H", "Te", "C", "C", "C", "C", "C", "C", "H", "H", "H", "H", "H"], "coordinates": [[-0.11, 0.43, 1.70], [-3.06, 1.09, 5.03], [-2.12, 0.48, 4.17], [-1.31, 1.18, 3.42], [-1.34, 2.54, 3.46], [-2.21, 3.23, 4.34], [-3.09, 2.45, 5.12], [-2.15, 4.64, 4.40], [-1.21, 5.30, 3.65], [-0.35, 4.64, 2.77], [-0.42, 3.25, 2.59], [0.31, 2.49, 1.77], [1.06, 2.90, 0.70], [0.95, 4.08, -0.02], [1.71, 4.29, -1.19], [2.58, 3.35, -1.66], [2.74, 2.14, -0.96], [3.60, 1.10, -1.38], [3.73, -0.02, -0.61], [2.99, -0.12, 0.58], [2.14, 0.79, 0.98], [2.00, 1.92, 0.22], [-3.73, 0.47, 5.62], [-2.05, -0.60, 4.10], [-3.78, 2.95, 5.79], [-2.83, 5.18, 5.05], [-1.13, 6.38, 3.73], [0.39, 5.20, 2.22], [0.24, 4.83, 0.28], [1.58, 5.22, -1.73], [3.13, 3.51, -2.58], [4.12, 1.18, -2.33], [4.36, -0.85, -0.92], [3.12, -0.98, 1.24], [0.26, 0.20, -1.97], [-0.43, -0.15, -3.08], [0.29, -0.74, -4.10], [1.60, -0.97, -3.87], [-0.27, -1.10, -5.33], [-1.64, -0.84, -5.38], [-2.36, -0.28, -4.34], [-3.68, -0.12, -4.53], [-1.79, 0.12, -3.14], [-2.54, 0.74, -2.03], [-2.06, 0.74, -0.73], [-1.66, 0.75, 0.37], [-3.77, 1.41, -2.22], [-4.77, 1.98, -2.33], [-2.33, -1.15, -6.50], [0.50, -1.67, -6.42], [-0.07, -2.11, -7.64], [-0.47, -2.49, -8.66], [1.91, -1.80, -6.40], [3.06, -1.92, -6.45], [-0.01, -1.61, 1.90], [-0.99, -1.98, 2.19], [0.72, -1.93, 2.65], [0.45, -2.70, 0.13], [0.70, -4.60, 1.03], [0.29, -4.89, 2.33], [0.48, -6.16, 2.87], [1.09, -7.16, 2.13], [1.50, -6.88, 0.83], [1.31, -5.62, 0.29], [-0.19, -4.12, 2.92], [0.14, -6.36, 3.88], [1.24, -8.15, 2.55], [1.98, -7.65, 0.24], [1.64, -5.41, -0.72]], "lowdin_charge": [0.58, -0.06, -0.13, 0.07, -0.14, -0.17, -0.03, -0.09, -0.11, -0.04, -0.22, 0.01, -0.22, -0.03, -0.09, -0.06, -0.17, -0.01, -0.05, -0.17, 0.07, -0.17, 0.10, 0.10, 0.11, 0.09, 0.09, 0.09, 0.09, 0.10, 0.10, 0.12, 0.10, 0.09, 0.05, -0.17, -0.17, 0.07, -0.08, -0.16, -0.17, 0.08, -0.07, -0.20, -0.17, 0.13, -0.27, 0.09, 0.08, -0.22, -0.29, 0.07, -0.29, 0.07, -0.65, -0.07, -0.05, 1.23, -0.57, -0.15, -0.11, -0.13, -0.11, -0.17, 0.08, 0.09, 0.09, 0.09, 0.09]}



No. 6
{"formula": "C4H8Si", "method": "ωB97M-V/def2-TZVPD", "spin_multiplicity": 1, "lumo_ev": 0.73, "total_energy_ha": -446.538640, "symbols": ["C", "C", "C", "C", "Si", "H", "H", "H", "H", "H", "H", "H", "H"], "coordinates": [[-2.92, -0.24, 0.16], [-1.93, 0.19, -0.57], [1.95, -0.19, -0.72], [1.88, 0.41, 0.69], [0.27, -0.50, 0.21], [-3.95, 0.02, -0.20], [-2.66, -0.52, 1.12], [-2.01, 0.37, -1.62], [2.17, 0.48, -1.44], [2.57, -1.10, -0.80], [2.67, 0.16, 1.48], [1.74, 1.45, 0.55], [-0.09, -1.91, 0.54]], "lowdin_charge": [-0.15, -0.19, -0.33, -0.35, 0.83, 0.07, 0.00, 0.01, 0.01, 0.06, 0.08, 0.02, -0.06]}